No. 1
77
Properties=species:S:1:pos:R:3:forces:R:3:mulliken_charge:R:1 method="wB97M-V/def2-TZVPD" de_lowest_kj_mol=123.07 gap_ev=7.00 e_lumo_ha=-0.2437 e_tot_ev=-110249.358 charge=+2 e_homo_ev=-13.6278
Ta -1.063812 0.164593 -0.233106 -2.8 -1.0 -1.6 2.316
N -1.618218 -3.810802 1.719877 0.0 0.0 0.1 -0.488
C -2.806110 -3.202003 1.126352 -0.3 0.0 -0.2 -0.473
C -2.743486 -1.728849 1.420162 0.4 0.5 -0.3 0.280
O -2.755706 -1.267870 2.525938 -0.1 0.0 0.0 -0.591
O -2.607954 -0.843844 0.353482 0.7 -0.1 0.7 -0.335
H -1.616168 -4.803608 1.518417 0.0 0.0 0.0 0.252
H -1.655188 -3.718280 2.729244 0.0 0.0 0.0 0.232
H -3.757933 -3.551848 1.545830 0.0 0.0 0.0 0.469
H -2.815212 -3.366989 0.050402 0.0 0.0 0.0 0.058
C -2.400043 4.158340 -1.151202 -0.2 0.1 -0.1 -1.274
Sb -0.746601 2.869227 -1.069638 0.6 0.6 -0.1 0.805
C 0.222235 2.931335 -2.938039 -0.1 -0.1 -0.2 -1.166
C 0.595522 4.197217 -0.093081 0.2 0.1 0.1 -1.573
C 1.564205 3.524111 0.828720 -0.1 0.0 0.0 1.220
C 2.880963 3.312768 0.432863 0.0 0.0 0.0 -0.907
C 3.792791 2.699506 1.276620 0.0 0.0 0.0 -0.720
C 3.395157 2.309294 2.546899 0.0 0.0 0.0 -0.986
C 2.086376 2.521560 2.952255 0.0 0.0 0.0 -0.527
C 1.151896 3.109266 2.101526 0.0 0.0 0.1 0.448
C -0.272524 3.278920 2.553753 0.2 0.2 0.0 -1.415
Sb -1.411145 1.506537 2.200390 0.0 0.4 0.6 0.754
C -3.381661 2.179607 2.420417 -0.3 0.0 0.0 -1.230
C -0.804383 0.624371 3.999265 0.0 -0.4 0.1 -1.269
H -2.458610 4.662942 -0.186545 -0.1 0.0 0.0 0.405
H -3.326745 3.636325 -1.363135 0.0 0.0 0.0 0.367
H -2.202105 4.895686 -1.928345 0.0 0.0 0.0 0.451
H -0.095365 3.835206 -3.456369 0.1 0.0 0.0 0.434
H 0.001515 2.055011 -3.540639 0.0 0.0 0.0 0.275
H 1.289039 2.974559 -2.722628 0.0 0.0 -0.1 0.389
H -0.010460 4.947670 0.412759 0.0 0.0 0.0 0.547
H 1.112859 4.685272 -0.918537 0.0 0.1 0.0 0.788
H 3.206460 3.658058 -0.541305 0.0 0.0 0.0 0.428
H 4.815925 2.559947 0.955887 0.0 0.0 0.0 0.458
H 4.105804 1.866913 3.231836 0.0 0.0 0.0 0.504
H 1.800574 2.262515 3.964508 0.0 0.0 0.0 0.645
H -0.778704 4.142162 2.125287 0.0 0.0 0.0 0.493
H -0.321166 3.377242 3.638945 0.0 0.1 0.0 0.772
H -3.514961 2.536529 3.440400 0.0 0.0 0.0 0.465
H -4.073418 1.364340 2.221139 0.0 0.0 0.0 0.373
H -3.555818 2.992261 1.715684 0.0 0.0 0.0 0.336
H -1.229997 1.239553 4.790988 0.0 0.0 0.0 0.499
H 0.281037 0.666834 4.032727 0.0 0.0 0.0 0.289
H -1.154327 -0.398349 4.085851 0.0 0.0 0.0 0.420
N 5.858976 -3.965705 0.978926 0.1 -0.1 0.1 -0.419
C 4.694261 -3.384532 0.673557 0.0 0.0 0.0 1.057
C 4.213432 -2.299809 1.449701 0.0 0.0 -0.1 -0.812
C 3.033281 -1.694814 1.137720 0.0 -0.1 -0.2 -0.675
C 2.285874 -2.163120 0.026797 0.5 -0.3 0.3 -0.046
C 2.747372 -3.244832 -0.750907 -0.1 0.1 0.1 -0.529
C 3.931548 -3.840348 -0.426516 0.0 0.0 0.0 -0.860
S 0.833874 -1.409843 -0.259617 0.4 0.6 0.3 1.207
O 0.223763 -0.887699 1.065188 0.4 -0.3 -0.5 -0.713
O 0.924592 -0.018798 -0.953939 0.0 -0.5 0.3 -0.767
N -0.425356 -2.048039 -0.866517 -0.2 -0.2 -0.4 0.297
C -0.684139 -2.664991 -2.130800 0.5 0.6 0.7 0.590
N 0.351365 -2.971815 -2.890680 -0.1 -0.1 -0.2 -0.528
C 0.045900 -3.582059 -4.041153 0.0 0.0 0.0 -0.375
C -1.260633 -3.866804 -4.395789 0.0 0.0 0.0 -0.576
C -2.249442 -3.458679 -3.515341 0.1 0.0 0.0 -0.456
N -1.969194 -2.842289 -2.365918 -0.1 -0.2 -0.1 -0.217
H 6.392214 -3.677776 1.780941 0.0 0.0 0.0 0.210
H 6.202156 -4.755402 0.459903 0.0 0.0 0.0 0.212
H 4.791380 -1.956306 2.296946 0.0 0.0 0.0 0.354
H 2.672582 -0.870923 1.737621 0.0 0.0 0.0 0.448
H 2.171289 -3.586467 -1.597409 0.0 0.0 0.0 0.414
H 4.297051 -4.671147 -1.014535 0.0 0.0 0.0 0.347
H 0.875683 -3.842395 -4.686550 0.0 0.0 0.0 0.488
H -1.497951 -4.375822 -5.317248 0.0 0.0 0.0 0.450
H -3.297379 -3.627758 -3.732220 0.0 0.0 0.0 0.471
Cl -2.929088 -0.501938 -4.732379 -0.1 0.0 -0.1 -0.072
C -3.533160 0.656926 -3.561629 -0.1 -0.1 0.1 0.831
Cl -5.217111 0.369977 -3.179025 0.0 0.0 0.0 -0.086
Cl -3.301896 2.305697 -4.186491 0.1 0.1 0.1 -0.097
C -2.709760 0.600199 -2.271498 0.9 0.1 0.0 -0.596
O -1.485493 0.183349 -2.320742 -0.4 -0.1 0.2 -0.439
O -3.110532 1.040728 -1.186249 0.0 0.1 0.2 -0.336

No. 2
185
Properties=species:S:1:pos:R:3:forces:R:3:mulliken_charge:R:1 method="wB97M-V/def2-TZVPD" de_lowest_kj_mol=0.00 gap_ev=8.45 e_lumo_ha=0.0067 e_tot_ev=-171821.542 charge=0 e_homo_ev=-8.2702
O 3.550986 0.078469 6.653961 0.1 0.2 0.3 -0.943
P 3.312541 1.192663 5.718756 1.1 0.9 -0.7 0.087
N 4.662526 2.217598 5.560506 0.5 -1.4 -0.2 0.414
C 5.535807 2.306060 6.731898 -0.5 0.2 0.3 -0.982
C 4.753472 3.306205 4.600537 -0.1 0.0 0.4 -1.125
N 2.052735 2.173143 6.189970 -1.2 -1.0 -0.3 0.780
C 1.958207 2.653352 7.580003 -0.1 0.3 -1.1 -1.280
C 1.348477 3.024167 5.237404 0.7 0.6 0.1 -1.072
N 3.040637 0.748192 4.110319 -0.6 0.4 0.0 0.788
C 1.814317 -0.011659 3.886210 0.0 -0.9 1.1 0.220
C 4.199551 0.211207 3.380027 0.4 0.9 0.5 -1.291
H 5.772955 1.341786 7.178572 -0.3 -0.2 -0.2 0.251
H 4.985942 2.885160 7.483411 0.5 0.2 0.3 0.288
H 6.493649 2.774822 6.508894 -0.1 0.2 -0.2 0.360
H 3.992979 3.159605 3.836749 0.0 0.2 0.0 0.326
H 5.725503 3.381712 4.103977 0.1 -0.5 0.0 0.283
H 4.649422 4.279173 5.093857 -0.4 0.1 0.0 0.342
H 0.902318 2.782359 7.821933 -0.1 -0.3 0.2 0.399
H 2.442012 1.983415 8.281821 0.1 0.0 0.0 0.329
H 2.374930 3.665365 7.590249 0.3 0.0 0.5 0.340
H 0.493298 3.506252 5.712870 -0.1 -0.2 0.1 0.495
H 2.025441 3.832570 4.932836 -0.2 0.2 -0.2 0.388
H 1.003733 2.510823 4.342483 0.1 -0.2 0.1 0.008
H 1.934458 -1.028343 4.289941 0.0 0.0 0.0 0.380
H 1.010103 0.426622 4.480091 -0.1 0.0 -0.3 -0.295
H 1.518193 -0.172721 2.851909 0.2 0.7 -0.1 -1.000
H 4.780296 1.054544 2.998441 0.0 -0.1 -0.2 0.305
H 3.876275 -0.410565 2.550126 -0.1 0.0 0.0 0.489
H 4.892021 -0.326587 4.033529 -0.2 -0.3 0.0 0.437
O 4.324366 -1.727148 -2.312940 -0.7 0.6 0.0 -1.053
P 5.576804 -1.522372 -1.573064 2.4 -0.2 -0.6 0.551
N 5.506099 -0.471069 -0.282209 -1.0 0.4 -0.1 1.140
C 4.642587 0.699946 -0.538436 0.3 -0.4 -0.4 -1.149
C 6.567234 -0.274990 0.678699 0.3 -1.2 0.1 -1.115
N 6.834090 -1.040072 -2.606277 -0.3 -0.1 0.3 0.349
C 6.566143 -0.512624 -3.933301 -0.7 -0.2 -0.1 -1.091
C 8.249016 -1.150403 -2.258930 -0.3 -0.5 -1.0 -1.243
N 6.238737 -2.933227 -0.956004 -0.4 0.0 1.5 0.040
C 6.391545 -4.005534 -1.933114 1.6 0.5 -0.5 -1.016
C 5.605075 -3.418587 0.285210 -0.8 -0.2 -0.2 -0.882
H 4.382579 1.223203 0.380586 -0.1 -0.3 0.1 0.228
H 3.768586 0.312892 -1.056849 -0.2 0.5 0.1 0.299
H 5.128159 1.436580 -1.188707 0.1 0.0 0.0 0.260
H 6.188612 -0.341114 1.703849 -0.1 0.5 -0.1 0.131
H 7.151588 0.634631 0.531276 -0.1 0.1 -0.1 0.281
H 7.219868 -1.150907 0.615474 0.3 0.3 -0.1 0.399
H 7.212436 0.326284 -4.193331 0.0 0.1 0.2 0.375
H 6.661342 -1.254847 -4.735040 0.3 -0.2 0.1 0.318
H 5.519650 -0.209991 -3.979798 0.1 0.2 0.0 0.253
H 8.703516 -0.192052 -2.003966 0.0 0.0 0.4 0.272
H 8.414243 -1.949943 -1.541056 0.0 0.4 0.4 0.406
H 8.768012 -1.502443 -3.158527 0.1 0.1 0.0 0.450
H 6.951374 -4.837642 -1.503028 -0.6 -0.2 0.4 0.503
H 5.492438 -4.309802 -2.464521 -0.2 -0.1 0.2 0.179
H 7.132902 -3.657559 -2.660248 -0.4 0.1 -0.4 0.323
H 6.091574 -4.323862 0.643614 0.1 0.0 -0.2 0.438
H 4.549940 -3.635555 0.072616 0.0 -0.4 0.1 0.229
H 5.560851 -2.729530 1.128373 0.5 0.4 -0.3 0.159
O -2.911529 -1.171522 8.122063 0.4 -0.5 -0.4 -0.912
P -2.111082 -1.577531 6.935843 -0.1 1.0 1.0 0.313
N -0.482820 -1.729291 7.304449 -0.5 -0.1 -0.1 0.187
C 0.364331 -2.460060 6.371051 0.5 0.6 -0.1 -0.640
C 0.185008 -0.729678 8.180191 0.1 -0.7 -2.0 -0.782
N -2.239926 -0.454067 5.682297 0.6 0.3 -0.3 1.033
C -3.439700 -0.362265 4.841369 1.0 -0.7 0.0 -1.302
C -1.537429 0.835151 5.725113 -0.5 -0.6 0.2 -0.106
N -2.582142 -3.017886 6.246987 -0.1 0.3 -0.5 0.258
C -3.781860 -3.688906 6.712563 -0.6 -0.1 0.0 -0.941
C -2.311988 -3.345038 4.850374 1.1 0.3 0.0 -0.822
H 0.236013 -3.541629 6.421094 -0.4 0.1 -0.3 0.276
H 1.426775 -2.297286 6.569384 -0.1 0.2 0.4 0.470
H 0.225385 -2.016524 5.379018 0.0 -0.6 -0.3 -0.047
H -0.394899 0.183270 8.077654 0.0 0.1 1.3 0.368
H 1.117218 -0.511096 7.654788 0.3 0.2 0.3 0.079
H 0.428582 -1.186304 9.134058 -0.4 0.6 0.4 0.331
H -4.169754 -1.086616 5.200354 -0.2 0.1 -0.3 0.308
H -3.856775 0.644009 4.781528 -0.1 0.0 0.5 0.496
H -3.085524 -0.594058 3.830683 -0.6 -0.2 -0.2 0.243
H -0.519787 0.737183 6.102703 0.0 0.0 0.0 -0.381
H -1.511894 1.241219 4.712268 0.2 0.0 0.0 -0.073
H -2.113304 1.528743 6.346694 0.2 0.2 0.1 0.225
H -3.939038 -3.628999 7.786238 0.3 0.2 0.0 0.321
H -4.683997 -3.281945 6.236296 0.0 0.1 0.0 0.274
H -3.770990 -4.742653 6.425340 0.3 0.0 0.1 0.350
H -3.122559 -3.090810 4.162033 -0.4 -0.6 0.2 0.272
H -1.948147 -4.374302 4.849944 -0.7 -0.2 -0.5 0.396
H -1.473784 -2.796137 4.416291 0.0 0.3 0.5 0.048
O 0.973324 1.546905 -0.878095 -0.5 -0.8 0.2 -1.021
P -0.052065 0.500120 -0.627579 -1.0 -1.2 0.3 0.177
N 0.559964 -0.930057 0.068705 0.2 1.1 0.1 1.395
C 1.963013 -1.089084 0.450713 -0.1 0.3 -0.6 -1.543
C -0.212666 -2.153361 0.107919 -0.1 0.3 0.8 -0.509
N -0.819357 -0.138644 -1.995952 0.6 0.6 -0.5 0.622
C -0.005080 -0.424999 -3.187684 -0.4 0.2 0.3 -0.624
C -2.224901 -0.200910 -2.272425 -1.3 -0.2 0.7 -1.320
N -1.367328 0.910230 0.361852 1.2 -0.7 -1.0 0.939
C -2.316716 1.961342 -0.004695 -0.1 0.0 0.8 -0.986
C -1.574312 0.277267 1.648831 -0.4 0.4 0.0 -1.358
H 2.585719 -1.297819 -0.425055 0.1 0.0 0.1 0.432
H 2.082781 -1.933330 1.131854 -0.2 0.1 0.2 0.438
H 2.321155 -0.174232 0.920228 0.1 0.0 -0.1 0.104
H -0.093162 -2.620533 1.094538 0.2 0.0 0.0 0.447
H 0.133034 -2.888128 -0.619294 -0.3 0.0 -0.3 -0.419
H -1.278923 -1.928930 0.081009 0.0 -0.2 -0.6 0.274
H -0.371372 -1.372899 -3.588617 0.4 -0.1 -0.1 0.171
H -0.146879 0.322374 -3.974418 0.0 0.1 0.1 0.268
H 1.056706 -0.467213 -2.952238 0.0 -0.1 0.1 0.065
H -2.489827 -0.969209 -3.004727 0.5 -0.1 -0.1 0.249
H -2.802369 -0.502404 -1.390761 0.2 0.2 0.2 0.314
H -2.722156 0.710208 -2.625754 0.4 0.2 -0.2 0.480
H -3.337154 1.718556 0.308664 0.1 -0.3 0.1 0.166
H -2.028690 2.854477 0.544254 -0.2 0.5 -0.4 0.119
H -2.420201 2.140226 -1.071502 0.6 0.1 0.0 0.256
H -0.691140 -0.226930 2.029183 0.1 -0.1 -0.3 0.160
H -2.402931 -0.436598 1.563827 0.0 0.0 0.3 0.146
H -1.825318 1.032056 2.401529 -0.2 0.0 -0.1 0.624
O -1.506444 -0.682634 -8.739405 -0.2 0.5 -0.4 -0.915
P -2.702193 0.147519 -8.459385 1.0 0.8 0.4 0.165
N -3.617776 0.487367 -9.829312 -0.6 -0.7 1.0 0.310
C -2.961579 0.587453 -11.111886 0.2 -0.2 -0.8 -1.011
C -4.994136 0.973537 -9.734950 0.3 -0.3 -0.8 -0.975
N -2.243504 1.663698 -7.810693 -0.8 -1.8 -0.3 0.443
C -0.843451 2.052666 -8.054939 -1.0 -0.1 -0.1 -1.056
C -3.219031 2.733213 -7.634534 1.3 0.9 -0.5 -0.915
N -3.655792 -0.566388 -7.251656 -0.3 1.2 -0.8 0.735
C -4.380597 -1.781431 -7.600177 0.4 -0.2 -0.3 -1.172
C -3.015780 -0.596750 -5.940686 0.3 -0.1 0.3 -1.641
H -2.500705 -0.349247 -11.430239 0.2 0.0 0.3 0.306
H -2.208938 1.377877 -11.180002 0.0 0.0 0.2 0.267
H -3.696429 0.799574 -11.891688 -0.2 0.1 0.2 0.406
H -5.085768 2.027669 -10.015257 0.1 0.2 0.6 0.359
H -5.363825 0.722739 -8.744247 -0.3 0.4 0.0 0.252
H -5.621496 0.494664 -10.495125 0.0 -0.4 0.2 0.371
H -0.239611 1.243694 -7.656215 0.4 0.3 -0.1 0.309
H -0.666117 2.175414 -9.127030 0.3 0.0 0.0 0.255
H -0.661200 3.018537 -7.585390 0.1 -0.1 0.3 0.367
H -4.275548 2.483634 -7.634119 0.2 -0.6 0.6 0.183
H -2.853011 3.256120 -6.749643 -0.8 0.2 0.2 0.403
H -3.163622 3.467060 -8.453784 0.2 0.0 -0.1 0.258
H -5.335628 -1.867642 -7.079318 0.0 0.2 0.1 0.279
H -4.564114 -1.801839 -8.674925 -0.1 0.0 0.0 0.419
H -3.785335 -2.671309 -7.373261 0.0 0.0 0.0 0.359
H -1.986178 -0.976352 -5.941572 0.0 -0.3 -0.4 0.425
H -3.601899 -1.272334 -5.317131 -0.1 0.2 0.2 0.596
H -2.916811 0.383420 -5.472733 -0.5 0.1 -0.1 0.298
C 0.374128 6.340511 0.795163 0.0 1.1 -0.8 -0.961
S -0.971124 5.686267 1.803241 -0.1 -0.6 -1.3 0.370
O -2.096674 5.364983 0.846860 0.8 0.2 0.9 -0.578
C -0.138880 4.093977 2.097941 0.2 -0.1 -0.4 -0.440
H 0.700021 5.679511 -0.009225 0.1 -0.5 0.5 0.266
H 1.176670 6.748283 1.410282 0.1 -0.5 0.1 0.349
H 0.030014 7.203315 0.215410 -0.5 0.0 0.4 0.378
H 0.890178 4.155748 2.456273 -0.2 0.4 0.5 0.486
H -0.008654 3.606359 1.128207 -0.5 -0.1 -0.1 0.051
H -0.785480 3.522400 2.760182 0.1 -0.1 0.0 0.122
C -6.276388 -1.360452 1.419861 -0.3 0.9 0.5 -1.095
S -5.856295 0.425156 1.771052 -1.5 -0.8 -1.9 0.725
O -5.908481 1.070523 0.399961 0.4 -0.2 1.1 -0.660
C -7.501823 0.784265 2.497268 1.2 0.4 0.1 -1.237
H -5.849649 -1.627036 0.457380 0.6 -0.1 0.3 0.335
H -7.354163 -1.478166 1.302451 0.0 0.3 0.1 0.422
H -5.969420 -1.910724 2.308166 0.3 -0.4 -0.3 0.328
H -7.729352 0.052559 3.268867 -0.1 0.0 0.0 0.390
H -8.206177 0.796181 1.670972 0.0 -0.1 0.0 0.362
H -7.363180 1.778762 2.918989 -0.4 0.0 0.1 0.396
C -0.263843 -4.793957 -3.218075 -0.1 0.2 -0.9 -0.636
S 1.000730 -5.293714 -2.028933 -0.1 -0.5 1.1 0.283
O 1.212591 -6.783340 -2.111652 0.0 1.1 -0.5 -0.607
C 2.433437 -4.381689 -2.668679 -0.3 -0.7 -0.5 -0.571
H -0.675104 -3.798155 -3.036651 0.4 0.1 0.4 -0.038
H -1.124567 -5.459692 -3.167001 0.3 -0.3 0.3 0.421
H 0.102073 -4.795639 -4.247371 0.1 -0.2 0.0 0.341
H 2.688856 -4.735939 -3.669201 -0.2 0.2 -0.1 0.494
H 3.296269 -4.605111 -2.047343 -0.2 0.1 0.4 0.011
H 2.193021 -3.320619 -2.644812 0.1 0.0 0.0 0.155
C -5.970661 1.456624 -4.903084 0.0 0.4 -0.3 -0.902
S -4.645895 2.530053 -4.235833 -1.3 0.4 0.2 0.672
O -5.167071 3.925461 -4.475904 0.6 -0.8 -0.3 -0.688
C -5.125304 2.267919 -2.520130 0.4 -0.3 0.4 -1.201
H -5.967106 0.428441 -4.545606 0.2 0.1 0.2 0.282
H -5.948367 1.445868 -5.992767 0.3 0.1 0.0 0.120
H -6.871808 1.997130 -4.611297 -0.1 -0.2 0.1 0.492
H -4.490493 2.927774 -1.929874 -0.2 0.2 0.0 0.330
H -4.977107 1.270439 -2.101940 0.0 -0.1 -0.4 0.312
H -6.178002 2.524745 -2.428427 0.1 0.2 0.0 0.575